{
  "formula": "C45H57B2BrClF11NO5",
  "method": "ωB97M-V with the def2-TZVPD basis set",
  "spin_multiplicity": 1,
  "gap_ha": 0.3060,
  "de_lowest_kcal_mol": 0.00,
  "e_tot_ha": -6362.21860,
  "total_charge": 1,
  "symbols": ["Br", "Cl", "F", "F", "F", "F", "F", "F", "F", "F", "F", "F", "F", "O", "O", "O", "O", "O", "N", "C", "C", "C", "C", "C", "C", "C", "C", "C", "C", "C", "C", "C", "C", "C", "C", "C", "C", "C", "C", "C", "C", "C", "C", "C", "C", "C", "C", "C", "C", "C", "C", "C", "C", "C", "C", "C", "C", "C", "C", "C", "C", "C", "C", "C", "B", "B", "H", "H", "H", "H", "H", "H", "H", "H", "H", "H", "H", "H", "H", "H", "H", "H", "H", "H", "H", "H", "H", "H", "H", "H", "H", "H", "H", "H", "H", "H", "H", "H", "H", "H", "H", "H", "H", "H", "H", "H", "H", "H", "H", "H", "H", "H", "H", "H", "H", "H", "H", "H", "H", "H", "H", "H", "H"],
  "positions_angstrom": [[2.614800, -3.125707, 1.875689], [-0.441162, -4.350301, 2.190094], [-0.637193, 4.115970, 2.448064], [0.157769, 2.224672, -0.132247], [-1.531172, 2.030313, -11.232116], [1.611613, 2.626566, -2.185897], [-0.088378, -1.399974, -5.994377], [-5.050497, -0.990411, 3.922981], [6.203419, 2.910945, 4.969510], [1.429271, 1.091445, 4.719656], [2.814107, 0.897884, -1.916556], [0.740198, 0.690594, -2.410652], [2.253261, 2.029655, 0.417802], [3.857889, -0.050350, 1.306259], [-1.222140, -1.527018, -0.874873], [-2.555511, -2.627191, 0.761591], [2.782207, -7.140623, -2.618935], [4.346460, -1.525145, -0.538157], [0.220670, -0.294661, 1.569360], [-6.714430, -2.060753, 5.200691], [-2.377846, -3.407625, 4.141732], [2.147819, -3.694980, -1.460157], [-2.533441, 2.833641, -10.806185], [1.039715, -3.508940, -0.418405], [-0.063636, -1.832317, 1.357980], [1.845188, -4.917181, -2.340546], [-1.075947, 0.499807, 1.673699], [-1.545864, -2.266581, 3.553006], [-6.536399, -0.002230, 7.066587], [0.130631, -0.197841, -6.580706], [5.940283, 1.000250, 2.011647], [-3.242801, 4.836853, -9.744428], [2.829908, 4.057742, 5.534881], [0.825342, 2.068657, -6.394771], [-4.564871, 4.462389, -9.940063], [-0.110243, 2.854755, 2.722800], [-2.209821, 4.018038, -10.177663], [4.352317, 5.380510, 6.838715], [-0.127593, -0.052411, -7.927251], [0.899616, 0.001581, 0.226347], [-1.220770, 1.831932, 2.449178], [2.190488, -6.253092, -1.677874], [-7.511654, -2.074341, 6.336581], [-5.840905, -1.008134, 5.032957], [-2.173645, -1.762434, -1.928239], [5.088109, -0.257838, 2.023237], [3.891224, 3.319490, 5.031476], [0.603006, 0.835058, -5.798841], [0.734440, 0.046748, 4.126463], [-5.728742, 0.024942, 5.938237], [0.572764, 2.245295, -7.747806], [0.096785, 1.186664, -8.511149], [3.056273, 5.088143, 6.435995], [-4.857622, 3.262969, -10.574638], [1.240744, 1.427004, -0.233349], [-0.331922, -2.641756, 2.678621], [1.914567, -1.121575, -0.034242], [1.619988, 1.417143, -1.734055], [1.224151, -0.057494, 2.681592], [1.228104, -2.357393, 0.589013], [-7.425332, -1.048808, 7.267801], [5.424230, 4.648598, 6.348907], [-3.836564, 2.434218, -11.017148], [5.167283, 3.631810, 5.452840], [3.472011, -0.895962, 0.309576], [-1.387733, -2.026569, 0.372148], [2.901249, -6.095626, -0.857312], [1.199101, 2.891095, -5.798897], [1.892338, -1.229028, -1.117420], [5.218505, -1.112026, -0.544186], [0.747872, 3.207846, -8.208837], [1.299804, -6.713987, -1.236207], [-6.768212, -2.845287, 4.458222], [4.533047, 6.184240, 7.539303], [3.738326, 2.515350, 4.323779], [1.821052, 3.824429, 5.222439], [-1.817005, -0.162443, 2.096554], [-4.039028, 1.498405, -11.519598], [-1.200453, -1.683088, 4.405995], [-3.087883, -1.192170, -1.751949], [-8.203007, -2.891205, 6.491619], [1.965312, -0.844468, 2.601845], [6.441272, 4.855417, 6.651914], [-1.379823, 0.649800, 0.638849], [6.980867, 0.735548, 2.207626], [-0.330100, 0.235698, 4.227815], [0.172970, 2.848411, 3.774503], [2.218114, -2.823039, -2.112367], [-1.681903, 1.605640, 3.414718], [0.788331, 0.668387, -4.749323], [-3.011012, 5.773427, -9.255385], [0.790849, -4.909974, -2.638522], [2.225758, -7.917424, -2.732625], [0.971065, -0.858072, 4.692278], [5.638093, 1.687776, 2.803286], [4.810618, -0.512063, 3.051507], [5.626477, -1.120018, 1.620991], [0.557282, -2.606737, 3.308445], [-3.256339, -2.074860, 1.124807], [0.784851, 2.752313, 2.125314], [-1.172086, 4.288412, -10.037723], [-1.717387, -1.428325, -2.859075], [-3.101068, -2.938378, 4.816235], [0.988809, -4.437953, 0.151778], [-5.028817, 0.830184, 5.760002], [-6.470658, 0.800159, 7.788566], [2.226407, 5.662536, 6.823874], [1.749958, 0.868247, 2.456579], [-5.886782, 2.968280, -10.729143], [5.871587, 1.514120, 1.051832], [-8.051439, -1.064114, 8.148877], [0.099722, -3.438217, -0.965024], [-5.365422, 5.105635, -9.601512], [2.466826, -4.843950, -3.235904], [-1.792687, -4.103009, 4.742600], [-0.101817, 1.322883, -9.563669], [3.106338, -3.871409, -0.967725], [0.107165, -0.223395, -0.483060], [-1.994485, 2.379767, 1.903848], [-2.255670, -1.641072, 3.024725], [-0.494453, -0.892597, -8.500778], [-2.950718, -3.928632, 3.376077], [-2.404527, -2.826083, -1.992953]],
  "forces_ev_per_angstrom": [[-0.050, -0.024, -0.074], [-0.123, -0.242, -0.010], [0.105, -0.178, 0.044], [-0.351, 0.214, 0.048], [-0.025, 0.016, -0.051], [-0.032, 1.541, -0.598], [-0.012, 0.007, 0.009], [0.083, 0.011, -0.051], [-0.009, -0.010, -0.013], [-0.069, -0.098, -0.057], [0.913, -0.416, -0.041], [-0.610, -0.431, -0.435], [0.031, 0.079, 0.168], [-0.223, -0.343, 0.137], [-0.175, -0.258, -0.102], [0.218, 0.180, 0.074], [-0.114, -0.074, -0.003], [-0.164, 0.365, -0.019], [0.519, 0.197, 0.026], [0.003, -0.040, -0.032], [-0.261, 0.329, 0.272], [-0.362, -0.267, -0.058], [0.001, -0.003, 0.008], [0.223, -0.619, 0.069], [-0.166, -0.918, 0.093], [0.217, 0.126, 0.163], [-0.257, 0.202, -0.331], [-0.281, -0.025, 0.194], [-0.022, -0.028, 0.003], [-0.003, 0.011, 0.006], [0.005, -0.079, 0.202], [-0.025, -0.012, -0.005], [0.027, 0.039, 0.027], [-0.013, -0.017, -0.047], [0.002, -0.002, 0.002], [-0.173, 0.212, -0.043], [0.033, 0.019, 0.021], [-0.023, -0.007, -0.010], [-0.029, -0.048, -0.036], [-0.243, -0.203, -0.529], [-0.143, -0.105, 0.397], [-0.193, -0.139, 0.110], [0.005, 0.022, 0.021], [-0.007, -0.020, 0.014], [-0.146, 0.078, -0.130], [0.119, 0.240, 0.101], [-0.033, -0.040, -0.057], [0.005, 0.038, -0.002], [-0.018, -0.308, 0.025], [0.043, 0.037, -0.007], [-0.011, -0.004, -0.007], [0.054, 0.021, 0.092], [0.000, 0.000, -0.002], [0.012, 0.022, 0.016], [0.378, -0.506, 0.645], [0.024, 0.499, 0.155], [-0.294, 0.766, 0.011], [-0.146, -0.555, 0.722], [0.106, 0.172, 0.115], [0.604, 0.040, 0.213], [0.005, 0.002, -0.004], [0.035, 0.014, 0.019], [-0.027, -0.033, -0.010], [-0.011, 0.018, 0.019], [0.272, -0.010, -0.115], [0.020, 0.469, -0.127], [0.044, 0.017, -0.100], [-0.001, 0.008, 0.003], [0.019, -0.218, 0.009], [0.051, -0.281, 0.088], [0.006, 0.004, -0.004], [0.059, 0.052, 0.014], [0.010, 0.004, -0.002], [0.006, 0.002, 0.011], [0.006, -0.020, 0.027], [-0.012, 0.000, -0.005], [0.067, -0.142, 0.179], [0.015, -0.004, 0.002], [0.149, 0.104, -0.094], [0.069, -0.098, 0.020], [-0.011, -0.005, -0.005], [-0.029, 0.049, -0.072], [0.005, -0.006, -0.012], [0.109, 0.046, 0.071], [-0.019, 0.063, -0.058], [-0.031, 0.119, -0.036], [-0.008, 0.005, -0.063], [0.174, -0.014, 0.079], [0.015, -0.034, -0.112], [0.017, -0.022, 0.008], [0.005, 0.006, 0.008], [0.133, 0.030, -0.201], [0.094, 0.120, 0.033], [0.024, 0.087, -0.039], [-0.044, 0.029, -0.171], [0.007, -0.038, -0.102], [-0.061, 0.060, -0.107], [-0.022, -0.008, -0.136], [-0.064, -0.203, -0.098], [0.102, -0.072, -0.153], [0.004, -0.005, -0.020], [0.012, -0.024, 0.104], [0.018, -0.099, -0.038], [-0.116, 0.147, -0.121], [-0.010, 0.002, -0.014], [0.007, 0.006, 0.008], [-0.005, 0.004, 0.000], [-0.118, 0.007, -0.059], [-0.009, 0.000, -0.011], [0.072, -0.079, 0.003], [-0.005, -0.002, 0.005], [-0.069, 0.232, 0.094], [-0.006, 0.004, -0.001], [-0.149, -0.066, -0.011], [0.030, -0.067, -0.207], [-0.003, -0.006, -0.021], [0.052, 0.319, -0.070], [-0.111, 0.071, 0.217], [0.142, -0.043, -0.065], [-0.011, 0.095, -0.091], [-0.003, -0.003, 0.008], [0.207, -0.144, 0.039], [-0.029, 0.089, 0.030]],
  "mulliken_charge": [0.064, -0.188, -0.453, -0.367, -0.334, -0.267, -0.284, -0.230, -0.280, -0.296, -0.204, -0.147, -0.229, -0.496, -0.327, -0.196, -0.534, -0.613, 1.276, -0.397, -1.835, -0.227, 0.405, -1.094, -0.599, -0.926, -0.523, 0.289, -0.323, 0.292, -1.047, -0.363, 0.000, -0.368, -0.551, 0.109, -0.273, -0.318, -0.645, -1.215, -1.622, -0.440, -0.334, 0.505, -0.960, -0.394, -0.054, -0.350, -1.208, -0.534, -0.736, -0.224, -0.799, -0.291, 1.370, 0.229, -1.261, 0.383, -0.788, 0.030, -0.645, -0.657, -0.548, 0.339, 1.652, 0.852, 0.164, 0.394, 0.315, 0.284, 0.369, 0.326, 0.417, 0.361, 0.246, 0.307, 0.184, 0.418, 0.148, 0.332, 0.369, 0.428, 0.440, 0.543, 0.455, 0.285, 0.050, 0.342, 0.645, 0.572, 0.354, 0.362, 0.344, 0.396, 0.082, 0.274, 0.435, 1.142, 0.275, 0.210, 0.453, 0.273, 0.464, 0.318, 0.415, 0.370, 0.406, 0.966, 0.356, 0.256, 0.382, 0.440, 0.382, 0.421, 0.427, 0.469, 0.198, 0.658, 0.651, -0.493, 0.457, 0.360, 0.300]
}